(1)
37
Properties=species:S:1:pos:R:3:forces:R:3 method="wB97M-V/def2-TZVPD" charge=0 largest_force_ev_per_a=2.70 homo_lumo_gap_ev="8.88 / 6.39" homo_energy_ev="-8.85 / -9.00" multiplicity=2
Cd -20.1169 26.4592 -4.9870 -0.5 0.1 0.3
Br -18.1601 26.0697 -6.4267 0.2 -0.1 -0.3
C -12.8807 26.4449 -7.3730 -0.3 0.1 0.2
C -14.3817 26.2680 -7.4403 0.7 -0.7 -2.2
O -14.9418 26.1468 -6.2137 -0.5 0.1 2.7
H -12.4133 25.5321 -7.0037 0.1 0.2 0.3
H -12.7064 27.2968 -6.7158 0.5 -0.1 0.1
H -12.4659 26.6448 -8.3610 -0.1 0.1 0.0
H -14.5801 25.3260 -7.9516 0.0 0.0 -0.7
H -14.8359 27.0949 -7.9862 0.0 0.2 -0.3
H -15.8554 25.8746 -6.3270 0.1 0.0 0.2
C -19.4656 25.9611 -10.9061 1.0 -2.1 1.0
C -20.3911 26.1425 -9.7226 -0.3 2.1 -0.8
O -20.0106 27.3213 -8.9897 -0.6 -0.3 0.2
H -18.9945 26.7375 -11.5089 -1.1 0.4 0.1
H -19.8490 25.0942 -11.4442 0.0 0.3 -0.7
H -18.6170 25.5131 -10.3890 0.7 -0.1 -0.2
H -20.4326 25.1982 -9.1798 0.2 0.2 0.5
H -21.4090 26.3703 -10.0388 -0.1 -0.1 0.0
H -19.3095 27.1677 -8.3522 0.2 -0.4 -0.1
C -15.9089 23.4358 -9.5403 -1.5 -1.6 -0.4
C -16.6616 22.4805 -8.5451 1.5 -0.9 -0.1
C -16.2082 20.9628 -8.5831 -1.2 1.9 0.0
O -17.0809 20.1954 -7.6651 1.6 1.5 -1.0
C -16.6371 18.8703 -7.6794 -0.2 -0.8 0.2
N -16.2789 22.9432 -7.2388 0.1 -0.1 1.2
H -14.8209 23.3751 -9.5671 -0.1 0.0 0.7
H -16.2819 24.4386 -9.3323 0.3 0.1 -0.2
H -16.2115 23.1340 -10.5431 -0.2 0.3 -0.3
H -17.7364 22.4437 -8.7223 -0.2 0.4 -0.2
H -15.1444 21.0267 -8.3541 0.1 -0.7 0.8
H -16.2595 20.6089 -9.6128 -0.4 -0.4 0.0
H -17.2122 18.2156 -7.0246 -0.6 0.4 0.0
H -15.6325 18.7679 -7.2692 0.4 0.1 -0.5
H -16.7658 18.4998 -8.6964 0.5 -0.4 -0.1
H -16.7129 23.8033 -6.9355 -0.1 0.1 -0.3
H -16.5073 22.2519 -6.5388 -0.1 -0.1 0.2

(2)
41
Properties=species:S:1:pos:R:3:forces:R:3 method="wB97M-V/def2-TZVPD" de_lowest_kcal_mol=112.6 charge=+1 largest_force_ev_per_a=9.34 homo_lumo_gap_ev=7.49 homo_energy_ev=-10.85 multiplicity=1
Rb -4.4777 27.4220 8.8255 0.2 0.2 -0.2
C -0.5525 25.4886 7.1092 1.8 -1.6 -0.9
O -0.4629 26.5387 7.9908 1.5 1.5 2.0
C 0.9215 26.8752 8.4969 -0.4 0.6 -1.2
C 1.0211 28.3014 9.0449 -0.6 -0.4 0.2
N 0.0274 28.5795 10.0589 -0.2 1.9 0.4
C 0.2648 29.9006 10.7581 0.3 -0.4 0.0
C 1.7321 30.4447 10.9679 -0.6 -0.7 0.1
O 2.2067 31.1524 9.8452 -0.1 0.0 -0.7
C 3.3943 31.8806 10.0361 1.0 0.7 0.5
H -1.1771 24.6550 7.4303 -0.8 0.4 0.1
H 0.3892 24.9492 7.0081 0.6 0.0 0.3
H -0.6779 25.7731 6.0645 -0.9 0.4 0.0
H 1.6150 26.8530 7.6563 -0.2 -0.1 -0.4
H 1.3777 26.1798 9.2015 -0.9 -0.5 0.3
H 0.9666 29.0547 8.2590 -0.4 -0.1 -0.2
H 2.0027 28.4930 9.4784 0.5 -0.7 -0.3
H -0.1357 27.8534 10.7418 0.6 -0.2 -0.1
H -0.1703 29.7526 11.7465 0.1 0.3 0.1
H -0.3052 30.6929 10.2728 0.0 0.0 -0.2
H 2.3671 29.5927 11.2108 0.4 -0.2 -0.1
H 1.7808 31.0681 11.8607 -0.4 0.3 0.1
H 3.8130 32.3911 9.1688 -0.9 -0.5 -0.8
H 4.2575 31.3104 10.3796 -0.2 -0.6 0.3
H 3.3038 32.7240 10.7206 -0.5 -0.1 0.5
C -5.8940 31.7037 6.2166 1.3 -1.6 0.4
O -4.8201 31.1909 6.3671 2.1 -2.0 0.9
N -7.0274 31.3538 6.7406 -5.1 -1.6 3.6
N -6.0782 32.6172 5.3358 0.1 3.8 -3.2
H -7.8270 31.9708 6.7380 0.3 0.1 -0.6
H -7.2926 30.5772 7.3294 1.2 0.0 0.1
H -6.8562 33.2485 5.4633 0.4 0.0 -1.1
H -5.3816 32.5759 4.6057 -0.3 1.2 0.0
C -9.8413 27.2419 10.0214 -0.3 0.6 -6.6
O -9.1532 27.6904 9.0980 1.8 -0.2 0.3
N -10.8910 26.5338 9.7212 -2.9 -3.0 -3.0
N -9.8761 27.5858 11.2016 1.6 2.6 8.8
H -10.9936 26.5220 8.7165 -0.6 -0.5 0.2
H -11.6543 26.2289 10.3082 0.4 0.1 -0.1
H -10.6750 27.3148 11.7569 0.6 0.3 0.3
H -9.0837 28.0598 11.6108 -0.4 0.0 0.2